No. 1
This record from OMol25 describes a structure of composition C14H42AgBBr4F6NO19S2. The level of theory is the ωB97M-V functional and the def2-TZVPD basis.

Element x y z (Å)
Ag1 2.879 0.011 2.276
C1 1.331 2.105 -0.918
F1 0.471 2.649 -1.787
F2 2.026 1.107 -1.438
F3 2.211 3.016 -0.565
S1 0.302 1.439 0.551
O1 0.611 2.395 1.597
O2 -1.076 1.438 0.105
N1 1.130 -0.015 0.984
S2 0.078 -1.136 0.401
O3 -1.062 -1.167 1.294
O4 -0.115 -1.029 -1.015
C2 0.815 -2.876 0.721
F4 0.165 -3.779 0.009
F5 2.122 -3.049 0.540
F6 0.685 -3.145 2.039
B1 4.491 -1.063 0.783
H1 3.778 -1.656 1.444
H2 5.202 -1.781 0.255
H3 3.933 -0.300 0.135
H4 5.091 -0.549 1.641
Br1 -4.499 2.416 1.077
C3 -4.090 0.830 0.011
C4 -5.380 0.082 -0.390
Br2 -6.372 1.231 -1.629
H5 -3.392 0.266 0.625
H6 -3.542 1.113 -0.884
H7 -5.909 -0.193 0.517
H8 -4.990 -0.786 -0.918
Br3 -1.561 -3.224 -5.383
C5 -0.892 -3.032 -3.583
C6 0.563 -3.479 -3.482
Br4 0.645 -5.515 -3.338
H9 -1.512 -3.634 -2.930
H10 -0.961 -1.982 -3.311
H11 1.022 -3.104 -2.570
H12 1.257 -3.261 -4.287
C7 -2.831 -6.360 -0.311
C8 -3.649 -5.115 -0.696
C9 -4.269 -4.401 0.585
O5 -4.150 -3.047 0.236
C10 -3.175 -2.903 -0.708
O6 -2.896 -1.830 -1.161
O7 -2.693 -4.079 -0.994
H13 -3.332 -7.312 -0.454
H14 -2.484 -6.265 0.719
H15 -1.903 -6.233 -0.872
H16 -4.433 -5.279 -1.432
H17 -3.652 -4.503 1.482
H18 -5.342 -4.586 0.629
C11 -1.639 3.934 2.851
C12 -0.751 4.898 2.085
C13 -1.026 4.848 0.569
O8 -1.905 6.003 0.456
C14 -1.760 6.866 1.503
O9 -2.164 7.979 1.523
O10 -1.025 6.257 2.449
H19 -1.665 2.944 2.410
H20 -2.656 4.331 2.852
H21 -1.306 3.968 3.891
H22 0.260 4.738 2.451
H23 -1.685 4.005 0.381
H24 -0.131 4.909 -0.045
O11 3.599 -3.738 -1.799
H25 4.254 -3.199 -2.260
H26 3.966 -3.866 -0.920
O12 1.869 -4.667 4.269
H27 0.974 -4.311 4.255
H28 2.422 -3.922 4.523
O13 -0.721 0.852 3.500
H29 -1.535 1.271 3.801
H30 -0.961 -0.072 3.354
O14 5.198 -0.648 -2.395
H31 4.449 -0.680 -1.789
H32 5.660 0.164 -2.166
O15 0.880 2.100 -4.849
H33 0.152 1.708 -4.360
H34 1.014 2.989 -4.441
O16 5.046 5.241 -0.583
H35 4.716 4.442 -1.007
H36 4.663 5.227 0.299
O17 1.181 4.551 -4.034
H37 0.601 4.914 -3.355
H38 1.627 5.317 -4.410
O18 2.080 1.550 3.825
H39 2.344 2.358 4.274
H40 1.114 1.631 3.696
O19 3.788 2.045 1.400
H41 3.977 2.989 1.378
H42 4.452 1.647 0.820

Output
LUMO energy (spin up / spin down): -1.3168 / -5.6621 eV
energy: -378406.524 eV
orbital gap (spin up / spin down): 8.262 / 3.917 eV
spin multiplicity: 2
HOMO energy (spin up / spin down): -9.579 / -9.579 eV

Löwdin population analysis, charges in e, atoms 1 to 4: Ag 0.98; C -0.65; F 0.14; F 0.15

---

No. 2
This record from OMol25 describes a cluster of 2 separate species, C3H2N2O in total. The level of theory is the ωB97M-V functional and the def2-TZVPD basis.

Element x y z (Å)
C1 -2.416 0.998 0.409
C2 -0.337 -1.091 0.096
C3 1.798 0.077 -0.052
N1 -2.906 1.578 -0.452
N2 0.761 -0.701 -0.214
O1 -1.347 -1.633 0.237
H1 1.804 0.876 0.670
H2 2.643 -0.103 -0.693

Output
LUMO energy (spin up / spin down): -1.7057 / -4.1897 eV
energy: -8165.208 eV
ΔE to the lowest compared entry with this formula, charge and spin: 4.505 eV
orbital gap (spin up / spin down): 9.666 / 3.915 eV
HOMO energy (spin up / spin down): -11.372 / -8.105 eV

natural (NBO) population analysis, charges in e, atoms 1 to 4: C 0.14; C 0.90; C -0.02; N -0.51

---

No. 3
This record from OMol25 describes a structure of composition C42H43MnN4O4Si. The level of theory is the ωB97M-V functional and the def2-TZVPD basis.

Element x y z (Å)
Mn1 0.420 0.904 0.200
C1 4.431 0.353 -1.821
C2 4.292 1.127 -3.000
C3 3.136 1.811 -3.218
C4 2.069 1.763 -2.272
N1 2.215 1.005 -1.125
C5 3.366 0.350 -0.953
C6 0.862 2.491 -2.434
C7 0.573 3.313 -3.561
C8 -0.564 4.066 -3.580
C9 -1.452 4.025 -2.486
C10 -1.134 3.168 -1.452
N2 -0.043 2.402 -1.417
H1 5.326 -0.205 -1.589
H2 5.098 1.181 -3.723
H3 3.029 2.409 -4.112
H4 3.426 -0.240 -0.050
H5 1.251 3.341 -4.403
H6 -0.780 4.691 -4.440
H7 -2.355 4.618 -2.451
H8 -1.799 3.074 -0.601
O1 0.189 2.169 3.684
C11 0.497 1.753 2.591
O2 0.596 2.404 1.466
C12 0.785 0.265 2.321
O3 0.223 -0.719 2.731
O4 2.107 0.145 1.782
C13 -2.432 -4.767 -2.908
C14 -1.573 -3.734 -3.650
C15 -0.440 -4.473 -4.362
C16 -2.430 -3.035 -4.711
C17 -1.043 -2.704 -2.649
C18 0.336 -2.607 -2.318
C19 0.739 -1.624 -1.449
N3 -0.089 -0.762 -0.850
C20 -1.443 -0.901 -1.069
C21 -1.903 -1.852 -2.015
C22 -2.282 -0.084 -0.275
C23 -3.697 -0.130 -0.279
C24 -4.436 0.658 0.565
C25 -3.737 1.515 1.448
C26 -2.361 1.532 1.404
N4 -1.641 0.787 0.566
C27 -5.965 0.580 0.539
C28 -6.470 0.895 -0.875
C29 -6.607 1.570 1.510
C30 -6.409 -0.835 0.931
H9 -2.814 -5.516 -3.608
H10 -3.282 -4.291 -2.415
H11 -1.846 -5.278 -2.141
H12 -0.864 -5.176 -5.084
H13 0.174 -5.044 -3.663
H14 0.211 -3.782 -4.902
H15 -2.785 -3.763 -5.447
H16 -1.851 -2.270 -5.232
H17 -3.303 -2.550 -4.272
H18 1.085 -3.252 -2.749
H19 1.787 -1.509 -1.221
H20 -2.964 -1.898 -2.224
H21 -4.195 -0.814 -0.954
H22 -4.240 2.159 2.152
H23 -1.802 2.194 2.054
H24 -6.143 1.888 -1.190
H25 -7.564 0.866 -0.901
H26 -6.096 0.174 -1.604
H27 -6.330 2.600 1.274
H28 -6.317 1.368 2.542
H29 -7.695 1.490 1.446
H30 -6.020 -1.581 0.235
H31 -7.502 -0.904 0.930
H32 -6.048 -1.090 1.929
C31 7.325 1.118 1.271
C32 6.219 1.944 1.438
C33 5.012 1.408 1.858
C34 4.891 0.040 2.125
C35 6.008 -0.777 1.941
C36 7.220 -0.244 1.519
Si1 3.274 -0.659 2.696
C37 2.968 -0.329 4.485
C38 2.357 -1.304 5.277
C39 2.054 -1.052 6.609
C40 2.350 0.186 7.161
C41 2.951 1.170 6.387
C42 3.259 0.912 5.059
H33 8.265 1.536 0.933
H34 6.292 3.002 1.220
H35 4.142 2.053 1.933
H36 5.931 -1.845 2.120
H37 8.076 -0.891 1.374
H38 3.266 -2.128 2.474
H39 2.098 -2.263 4.844
H40 1.572 -1.815 7.209
H41 2.100 0.390 8.195
H42 3.168 2.141 6.812
H43 3.724 1.691 4.466

Output
LUMO energy (spin up / spin down): 2.4165 / 2.4080 eV
energy: -97604.408 eV
ΔE to the lowest compared entry with this formula, charge and spin: 1.111 eV
orbital gap (spin up / spin down): 4.520 / 6.328 eV
spin multiplicity: 6
HOMO energy (spin up / spin down): -2.103 / -3.920 eV
net charge: -1

Löwdin population analysis, charges in e, atoms 1 to 4: Mn 0.81; C -0.09; C -0.11; C -0.04

---

No. 4
This record from OMol25 describes an isolated molecule of C21H30ClN3O2. The level of theory is the ωB97M-V functional and the def2-TZVPD basis.

Element x y z (Å)
C1 0.921 7.576 -0.238
C2 0.620 6.251 0.417
C3 -0.456 5.479 0.006
C4 -0.715 4.258 0.612
C5 0.098 3.763 1.626
C6 -0.245 2.402 2.215
C7 0.495 1.236 1.559
O1 -0.097 0.474 0.802
N1 1.801 1.085 1.842
C8 2.619 0.049 1.266
C9 3.346 0.472 -0.012
C10 4.292 1.628 0.338
C11 4.160 -0.704 -0.548
N2 2.335 0.848 -0.995
C12 2.436 1.756 -1.991
O2 3.472 2.360 -2.236
C13 1.217 1.961 -2.914
C14 -0.146 1.485 -2.370
C15 -0.876 2.512 -1.495
N3 -0.776 3.882 -1.996
C16 -1.221 3.985 -3.389
C17 0.023 3.738 -4.285
C18 1.145 3.451 -3.275
C19 0.640 4.244 -2.066
C20 1.159 4.566 2.059
Cl1 2.162 4.126 3.408
C21 1.416 5.790 1.457
H1 0.073 7.933 -0.820
H2 1.145 8.334 0.514
H3 1.788 7.491 -0.895
H4 -1.093 5.812 -0.803
H5 -1.550 3.668 0.257
H6 -0.072 2.397 3.295
H7 -1.306 2.213 2.084
H8 2.246 1.783 2.412
H9 3.351 -0.269 2.009
H10 2.000 -0.829 1.067
H11 4.900 1.378 1.210
H12 4.970 1.856 -0.480
H13 3.735 2.540 0.561
H14 4.923 -1.024 0.165
H15 3.521 -1.561 -0.770
H16 4.665 -0.420 -1.471
H17 1.402 0.522 -0.786
H18 1.511 1.386 -3.796
H19 -0.774 1.190 -3.221
H20 -0.078 0.515 -1.867
H21 -1.931 2.243 -1.418
H22 -0.475 2.480 -0.484
H23 -2.038 3.295 -3.603
H24 -1.616 4.989 -3.564
H25 -0.120 2.920 -4.993
H26 0.263 4.637 -4.853
H27 2.109 3.809 -3.629
H28 0.743 5.320 -2.238
H29 1.173 4.014 -1.141
H30 2.246 6.389 1.812

Output
LUMO energy: 0.6284 eV
energy: -43353.003 eV
ΔE to the lowest compared entry with this formula, charge and spin: 1.037 eV
orbital gap: 9.038 eV
HOMO energy: -8.410 eV
structure (SMILES): Cc1ccc(CC(=O)NCC(C)(C)NC(=O)[C@H]2CCN3CC[C@H]2C3)c(Cl)c1

natural (NBO) population analysis, charges in e, atoms 1 to 4: C -0.63; C -0.02; C -0.18; C -0.17

---

No. 5
This record from OMol25 describes a structure of composition C3H8O2S. The level of theory is the ωB97M-V functional and the def2-TZVPD basis.

Element x y z (Å)
C1 -1.595 0.509 -0.308
C2 1.049 0.572 0.624
C3 -0.513 -0.548 0.092
O1 -0.772 -1.391 1.108
O2 0.076 -1.230 -0.980
S1 2.557 -0.201 0.028
H1 -1.737 0.432 -1.397
H2 -2.470 0.157 0.236
H3 -1.414 1.490 -0.132
H4 0.875 0.752 1.727
H5 0.978 1.510 0.030
H6 -1.006 -2.213 0.663
H7 0.823 -0.738 -1.233
H8 3.148 0.900 -0.456

Output
LUMO energy: 0.7514 eV
energy: -18168.921 eV
ΔE to the lowest compared entry with this formula, charge and spin: 2.324 eV
orbital gap: 9.512 eV
HOMO energy: -8.761 eV

natural (NBO) population analysis, charges in e, atoms 1 to 4: C -0.68; C -0.66; C 0.62; O -0.71